No. 1
Computed, not measured: a structure of composition C38H99F4HgN7O26S4 at a distorted geometry, with ωB97M-V/def2-TZVPD.

The geometry in XYZ format:
```
179
C38H99F4HgN7O26S4 ωB97M-V/def2-TZVPD
Hg -7.77593 -17.30714 -17.14455
N -7.48042 -18.94589 -15.70664
S -8.32783 -20.06896 -15.04393
O -8.48437 -20.13156 -13.61466
O -8.42491 -21.32539 -15.74215
F -9.77488 -19.42536 -15.46127
S -5.98047 -19.66761 -15.36528
O -5.45485 -20.68040 -16.23040
O -5.72458 -19.83323 -13.94625
F -5.13537 -18.34098 -15.60069
N -6.04662 -17.33955 -18.61551
S -5.20878 -18.50927 -19.14294
O -4.07262 -18.87093 -18.34515
O -5.26501 -18.92088 -20.50346
F -6.30020 -19.64628 -18.57809
S -4.98299 -16.13033 -19.19169
O -5.21525 -15.68465 -20.52648
O -3.72336 -16.10257 -18.52639
F -5.72215 -14.90885 -18.41154
C -5.40453 -15.26968 -15.44085
C -5.07207 -15.18484 -13.96169
O -5.53431 -13.97753 -13.35579
O -6.72317 -15.77567 -15.68155
H -4.68388 -15.82889 -16.03902
H -5.27292 -14.25581 -15.83798
H -3.99168 -15.26849 -13.86142
H -5.49476 -16.05854 -13.45589
H -6.49497 -13.98257 -13.43856
H -7.30812 -15.05020 -15.42060
C -8.21059 -16.91349 -12.44744
C -9.42828 -17.19951 -11.58642
O -10.40525 -16.18981 -11.77957
O -8.61733 -16.97899 -13.80448
H -7.42423 -17.63254 -12.21618
H -7.92887 -15.89187 -12.16706
H -9.14488 -17.51852 -10.57555
H -9.82904 -18.14947 -11.97175
H -11.09284 -16.44014 -11.15021
H -8.13007 -17.60972 -14.32862
C -5.05668 -23.95739 -18.81645
C -5.33383 -22.53970 -19.31375
O -5.21997 -22.33612 -20.72391
O -3.76690 -24.36162 -19.21312
H -5.84414 -24.66883 -19.05214
H -5.03860 -23.77114 -17.73446
H -4.72718 -21.71380 -18.93124
H -6.36584 -22.29807 -19.03399
H -4.42696 -22.82163 -20.98915
H -3.11229 -24.17188 -18.52979
C -13.73030 -16.46525 -13.94403
C -13.04647 -17.20035 -15.08782
O -11.70779 -17.48582 -14.72096
O -12.96599 -15.26332 -13.78423
H -13.67957 -17.07083 -13.03282
H -14.77110 -16.19102 -14.12894
H -13.19115 -16.60163 -15.99065
H -13.54193 -18.16862 -15.24218
H -11.28442 -17.70707 -15.55446
H -13.42077 -14.69781 -13.15291
C 0.00200 -23.28006 -11.63519
O -0.54905 -22.01587 -11.93978
C -1.83855 -22.17427 -12.54380
C -2.52687 -20.83547 -12.75165
N -1.65202 -19.78572 -13.29584
C -2.48459 -18.57456 -13.41502
C -1.73263 -17.41470 -14.02032
O -1.75137 -17.55948 -15.42920
C -1.08604 -16.49485 -16.06074
H -0.54609 -24.14202 -12.03181
H -0.17747 -23.46524 -10.56377
H 1.07580 -23.36607 -11.78037
H -2.47037 -22.80177 -11.91013
H -1.61604 -22.64185 -13.50674
H -2.95651 -20.59574 -11.77640
H -3.38512 -20.94057 -13.42220
H -1.40068 -19.98644 -14.26163
H -2.73488 -18.30988 -12.38365
H -3.39408 -18.72484 -14.01111
H -0.71157 -17.33801 -13.63130
H -2.25615 -16.47564 -13.78200
H -0.93681 -16.73949 -17.11554
H -0.07418 -16.29926 -15.69536
H -1.72828 -15.60661 -16.06422
C -14.70741 -18.75476 -18.21539
O -13.74915 -17.76979 -17.84474
C -13.69818 -16.62485 -18.69623
C -12.71020 -16.88068 -19.82919
N -11.33853 -16.98430 -19.38880
C -10.46822 -17.33240 -20.47329
C -9.10904 -17.83125 -19.94742
O -9.16410 -18.55692 -18.71065
C -9.64561 -19.91389 -18.85551
H -14.66060 -19.45816 -17.38561
H -14.39960 -19.24411 -19.14208
H -15.74012 -18.41292 -18.30764
H -13.45312 -15.76757 -18.07299
H -14.65517 -16.44941 -19.19659
H -12.85888 -16.08653 -20.56710
H -12.96465 -17.81997 -20.34503
H -11.19034 -17.54438 -18.56381
H -10.38702 -16.54786 -21.22743
H -10.87868 -18.19933 -21.02334
H -8.35643 -17.04609 -19.82293
H -8.57790 -18.43775 -20.68720
H -9.09176 -20.47489 -19.60529
H -10.72173 -19.85191 -19.01258
H -9.47703 -20.40481 -17.89820
C -18.24586 -17.17808 -8.26961
O -17.59616 -18.39646 -8.60875
C -16.84896 -18.33480 -9.79756
C -15.48025 -17.56173 -9.66455
N -14.25780 -18.31209 -9.50046
C -13.87578 -19.21877 -10.55969
C -12.57777 -20.00978 -10.23358
O -12.31588 -21.01299 -11.18212
C -12.24644 -20.61304 -12.51752
H -17.56354 -16.47052 -7.79743
H -19.09102 -17.43510 -7.63894
H -18.61645 -16.71938 -9.19251
H -17.50424 -17.81411 -10.50777
H -16.60215 -19.29678 -10.24623
H -15.64636 -16.65375 -9.08786
H -15.29003 -17.20162 -10.68760
H -14.09363 -18.68102 -8.57398
H -13.66785 -18.61900 -11.45161
H -14.65374 -19.92373 -10.86970
H -12.79384 -20.44081 -9.24939
H -11.57853 -19.57977 -10.07121
H -12.06813 -21.40670 -13.24856
H -11.28831 -20.07323 -12.58119
H -13.11008 -20.07062 -12.90768
C -7.68655 -25.36593 -9.39291
O -7.66077 -24.59594 -10.57267
C -8.88598 -23.92470 -10.82532
C -9.08464 -23.77142 -12.34580
N -10.16691 -24.70650 -12.75004
C -10.39536 -24.71281 -14.19987
C -11.75066 -25.19554 -14.68069
O -12.06999 -26.53172 -14.39643
C -11.34859 -27.45651 -15.15558
H -7.68337 -24.83532 -8.43203
H -6.79825 -25.99158 -9.32206
H -8.58473 -25.98730 -9.34628
H -8.75513 -22.86698 -10.57004
H -9.76321 -24.40990 -10.40444
H -8.12459 -23.98441 -12.81875
H -9.35819 -22.74825 -12.62090
H -11.01273 -24.21452 -12.45388
H -9.68644 -25.40284 -14.67185
H -10.24273 -23.70538 -14.61228
H -11.79934 -25.02565 -15.76305
H -12.46450 -24.47120 -14.26872
H -11.63352 -28.47331 -14.87641
H -10.29951 -27.48079 -14.82989
H -11.37934 -27.39102 -16.24601
C -4.09325 -26.19197 -12.89727
O -2.85798 -26.46440 -13.59388
C -2.58885 -25.58573 -14.68937
C -1.14620 -25.77718 -15.05920
N -0.94801 -25.02938 -16.33384
C -0.52291 -23.65715 -16.22471
C -0.76473 -22.88062 -17.52996
O -2.11677 -22.53839 -17.69347
C -2.62458 -21.52275 -16.80426
H -4.58347 -25.27412 -13.20788
H -3.78863 -26.28084 -11.85270
H -4.68587 -27.09420 -13.07353
H -2.80313 -24.55972 -14.37285
H -3.28885 -25.77709 -15.50923
H -0.93222 -26.83624 -15.17795
H -0.54127 -25.34467 -14.25926
H -0.48599 -25.56960 -17.05141
H 0.43640 -23.45324 -15.72915
H -1.28714 -23.28151 -15.52959
H -0.59214 -23.52544 -18.39424
H -0.12589 -21.99099 -17.49136
H -3.36372 -20.96254 -17.36828
H -1.81227 -20.78674 -16.76145
H -3.00705 -21.74867 -15.81011
```

Computed properties:
Energy in eV: -163044.4841
Relative energy (zero: lowest compared OMol25 entry of this formula, charge and spin) in eV: 0.000
Orbital gap in eV: 4.87

No. 2
Computed, not measured: a structure of composition C39H103Mn2N5O29S7 at a distorted geometry, with ωB97M-V/def2-TZVPD.

The geometry in XYZ format:
```
185
C39H103Mn2N5O29S7 ωB97M-V/def2-TZVPD
Mn -24.47812 17.90308 -2.54848
Mn -24.75164 16.12529 -0.03428
N -25.40396 18.41502 -5.62659
O -24.95209 17.49431 -6.26757
O -25.86600 19.39585 -6.14110
O -25.29885 18.32648 -4.42016
N -22.63359 15.43547 -2.35790
O -23.35493 16.20969 -2.98833
O -23.09281 15.07154 -1.26612
O -21.51094 15.16335 -2.74125
O -23.69768 17.85800 -0.55464
H -22.97172 18.40019 -0.18923
O -25.80596 16.64348 -1.75943
H -26.68381 16.91333 -2.09273
C -19.55940 26.86264 1.19827
C -19.34594 25.36279 1.24919
N -18.50316 24.88877 0.11694
C -17.11905 25.45725 0.10928
C -16.24590 25.03212 1.30406
C -18.52532 23.47600 0.04439
C -19.84389 22.85720 -0.41881
H -20.33972 27.23336 1.86292
H -19.75625 27.23377 0.19248
H -18.72063 27.43827 1.58971
H -18.97508 25.08619 2.23614
H -20.36181 24.97904 1.15511
H -16.78437 25.00283 -0.82323
H -17.28384 26.52566 -0.03015
H -16.47362 24.03460 1.67983
H -15.21103 24.95479 0.97063
H -16.06636 25.65593 2.17968
H -18.24402 23.07570 1.01842
H -17.73748 23.13512 -0.62734
H -20.67121 22.78837 0.28752
H -19.70791 21.81534 -0.70887
H -20.13204 23.46204 -1.27860
C -23.20718 20.81860 2.77883
C -24.32912 20.36182 3.70095
N -24.43720 20.99539 5.04053
C -25.68101 20.73303 5.82513
C -25.84473 19.27096 6.31146
C -23.22251 20.94519 5.91358
C -23.37832 21.88027 7.17863
H -23.19994 21.90857 2.78312
H -23.40844 20.48828 1.75977
H -22.17949 20.53777 3.00925
H -25.22029 20.72311 3.18775
H -24.41093 19.27862 3.61104
H -25.87246 21.44259 6.63010
H -26.34446 20.98268 4.99711
H -25.43037 18.55025 5.60648
H -25.31742 19.35683 7.26154
H -26.88028 19.01953 6.54066
H -22.37458 21.28615 5.31956
H -23.07372 19.89375 6.15939
H -23.86799 21.38024 8.01427
H -23.86729 22.79009 6.83044
H -22.37469 22.07709 7.55560
C -13.85216 18.35676 -0.00784
C -15.14882 17.63724 -0.51695
N -15.50658 16.44658 0.19442
C -14.39964 15.46241 0.10077
C -14.74325 14.14354 0.79871
C -16.78447 15.87093 -0.30417
C -18.00767 16.77435 -0.02017
H -13.90677 18.55855 1.06193
H -13.98296 19.34940 -0.43871
H -12.97081 17.78462 -0.29760
H -15.94234 18.38118 -0.44644
H -15.09567 17.62987 -1.60563
H -13.94546 15.36414 -0.88521
H -13.65511 15.98221 0.70376
H -13.93806 13.43110 0.97814
H -15.30918 14.33826 1.70970
H -15.43444 13.66004 0.10835
H -16.98161 14.90180 0.15411
H -16.69915 15.59101 -1.35415
H -18.17898 16.90093 1.04881
H -18.89073 16.41290 -0.54710
H -17.89121 17.82251 -0.29567
O -25.08289 19.81127 -1.96302
S -25.74591 21.13110 -1.62646
O -26.44751 21.23730 -0.34203
O -24.58047 22.32580 -1.61280
C -23.39526 22.11502 -2.31434
C -22.69646 23.16104 -3.21567
C -26.93532 21.78876 -2.98072
H -23.48009 21.23646 -2.95389
H -22.65176 21.91351 -1.54317
H -21.87191 22.73592 -3.78795
H -22.36039 24.00656 -2.61545
H -23.40726 23.66108 -3.87355
H -26.90784 22.87841 -2.97930
H -27.93016 21.45894 -2.68137
H -26.43492 21.29388 -3.81306
O -24.25862 16.67500 4.03269
S -23.34767 16.21304 3.06365
O -23.79866 15.67586 1.76038
O -22.26925 17.45557 2.80791
C -21.37437 17.22375 1.66143
C -20.72292 18.48047 1.23571
C -22.11145 15.05774 3.74938
H -21.97290 16.77269 0.86997
H -20.64627 16.45618 1.92372
H -21.51726 19.08280 0.79488
H -19.87555 18.45272 0.55067
H -20.32254 19.02946 2.08800
H -22.54381 14.18420 4.23734
H -21.52221 15.57662 4.50546
H -21.49523 14.60029 2.97536
O -20.57287 19.56547 -2.08652
S -21.22592 19.13493 -3.31067
O -22.64393 18.68526 -3.26379
O -20.89520 20.17941 -4.61961
C -21.42042 20.03131 -5.91146
C -22.62716 21.06284 -6.12303
C -20.31606 17.68962 -3.90314
H -21.67981 18.99364 -6.12132
H -20.54693 20.29471 -6.50790
H -23.24183 21.12894 -5.22531
H -23.19890 20.82621 -7.02037
H -22.30899 22.10514 -6.10084
H -21.03323 17.02729 -4.38800
H -19.84447 17.21743 -3.04132
H -19.55884 18.18795 -4.50843
O -27.45857 12.68953 -0.99492
S -26.22959 12.83140 -0.30154
O -25.59563 14.14562 -0.17510
O -26.53618 12.17095 1.19020
C -25.59245 12.32848 2.16246
C -26.19049 13.31680 3.18192
C -25.09605 11.53837 -1.02176
H -24.60213 12.60065 1.79739
H -25.52923 11.30785 2.53983
H -25.69114 13.25102 4.14857
H -27.26972 13.23716 3.31233
H -26.03809 14.38891 3.05758
H -25.23688 11.50038 -2.10196
H -25.45492 10.63874 -0.52177
H -24.14359 11.82822 -0.57801
O -24.98019 10.99826 -6.08845
S -25.66065 12.11702 -6.66245
O -27.13080 12.29059 -6.57097
O -25.00491 13.38718 -5.89087
C -24.76626 13.50584 -4.49782
C -26.08839 14.02377 -3.92104
C -24.98661 12.62867 -8.32870
H -23.92833 14.18127 -4.32531
H -24.54454 12.51543 -4.10030
H -25.94209 14.23470 -2.86170
H -26.86864 13.26930 -3.82064
H -26.44685 14.88637 -4.48276
H -25.34947 13.64264 -8.49693
H -25.21021 11.95109 -9.15270
H -23.90663 12.55843 -8.19902
O -28.07804 16.70181 2.91041
S -27.65044 17.11343 1.55568
O -26.28743 16.93125 1.11643
O -28.57682 16.28486 0.50823
C -29.95911 16.16888 0.82046
C -30.67422 15.11213 -0.03788
C -28.32384 18.79201 1.26817
H -30.42818 17.11769 0.55998
H -30.11496 15.93011 1.87251
H -30.56812 15.31912 -1.10277
H -31.69325 15.15408 0.34673
H -30.24570 14.18312 0.33819
H -28.21332 19.06141 0.21779
H -27.65629 19.45901 1.81367
H -29.35785 18.65477 1.58454
O -28.18375 18.68442 -2.57567
S -29.33421 17.86071 -2.91507
O -30.46022 17.81429 -2.00765
O -29.95179 18.36375 -4.38755
C -29.06237 18.81495 -5.41755
C -29.42849 20.28947 -5.73508
C -28.81197 16.17123 -3.52831
H -29.22968 18.33039 -6.37948
H -28.02418 18.77998 -5.08735
H -28.82764 20.72612 -6.53283
H -29.27997 20.89689 -4.84229
H -30.46480 20.43885 -6.03817
H -28.03043 16.36082 -4.26408
H -29.74352 15.88989 -4.01938
H -28.56412 15.48054 -2.72232
```

Computed properties:
Energy in eV: -247416.5061
2S+1: 11
Orbital gap (spin up / spin down) in eV: 7.29 / 7.76